Formula: C15H15IrN7O5S2
Source: the OMol25 dataset
Level of theory: ωB97M-V/def2-TZVPD

Properties
relative energy (zero: lowest compared OMol25 entry of this formula, charge and spin): 0.00 kcal per mole
charge: 0
2S+1: 2
highest occupied orbital energy (alpha / beta): -8.87 / -8.79 eV

Each line ends with the Löwdin spin population.
CARTESIAN COORDINATES (ANGSTROEM)
Ir -0.0765 0.1000 0.2074  0.23
O 2.0048 0.1925 3.6932  0.00
C 1.5777 0.1184 2.5617  0.00
O 0.3386 0.2376 2.2017  0.00
C 2.5488 -0.0886 1.4154  0.00
C 3.9068 -0.2396 1.6241  0.00
C 4.7322 -0.4076 0.5266  0.00
C 4.1724 -0.4142 -0.7437  0.00
C 2.8065 -0.2572 -0.8745  0.00
N 2.0151 -0.0965 0.1892  0.00
H 4.2690 -0.2210 2.6420  0.00
H 5.7985 -0.5370 0.6553  0.00
H 4.7807 -0.5441 -1.6272  0.00
H 2.3212 -0.2657 -1.8412  0.00
N -0.2588 -1.9485 -2.4842  0.00
C -0.3484 -0.6780 -2.8412  0.00
N -0.4786 -0.4004 -4.1370  0.00
C -0.4906 0.8793 -4.4623  0.00
N -0.6451 1.2025 -5.7545  0.00
N -0.3301 1.9097 -3.5976  0.00
C -0.2071 1.5509 -2.3475  0.00
N -0.2119 0.2897 -1.8812  0.00
C -0.0287 2.6377 -1.3432  0.00
C -0.0213 3.9734 -1.6957  0.00
C 0.1202 4.9162 -0.6883  0.00
C 0.2417 4.4934 0.6252  0.00
C 0.2240 3.1351 0.8972  0.00
N 0.1013 2.2364 -0.0762  0.02
H -0.5252 -2.6238 -3.1796  0.00
H -0.3475 -2.1871 -1.5086  0.00
H -0.8837 0.4762 -6.4054  0.00
H -0.7799 2.1657 -6.0007  0.00
H -0.1358 4.2443 -2.7343  0.00
H 0.1256 5.9711 -0.9271  0.00
H 0.3405 5.1997 1.4370  0.00
H 0.2970 2.7370 1.9018  0.00
C -0.1886 -1.9538 0.5687  0.01
H -1.0961 -2.4366 0.2041  0.00
H -0.2065 -2.0842 1.6527  0.00
H 0.6900 -2.4933 0.1946  0.00
O -3.1442 -1.9773 -0.9692  0.03
S -3.4790 -0.5835 -1.0977  0.01
O -3.0024 0.0592 -2.3051  0.04
O -4.7876 -0.1854 -0.6640  0.00
S -2.2775 0.3869 0.4518  0.66

Formula: C15H15MgN2O6
Source: the OMol25 dataset
Level of theory: ωB97M-V/def2-TZVPD

Properties
relative energy (zero: lowest compared OMol25 entry of this formula, charge and spin): 0.00 kcal per mole
charge: +1
highest occupied orbital energy: -9.68 eV

Each line ends with the Mulliken charge.
CARTESIAN COORDINATES (ANGSTROEM)
O -4.7682 -0.1763 -2.4692  -0.17
C -4.2564 0.6841 -1.9310  0.28
Mg -3.0148 2.1757 -0.6692  1.05
C -2.3066 4.0222 0.3942  0.20
O -1.8865 4.9226 0.9586  -0.19
C -4.8275 3.6638 -1.2896  -0.18
O -4.8568 4.8218 -1.0528  -0.44
C -4.6092 1.9838 0.9752  0.22
O -5.2558 1.6746 1.8772  -0.23
C -2.3200 3.0450 -2.5950  0.15
O -1.8509 3.4254 -3.5742  -0.24
H -5.6087 3.0675 -1.8466  0.19
C 4.8388 -0.3304 -0.6146  -1.12
C 4.1637 -1.0952 0.5320  -0.53
N 2.7327 -1.2758 0.3712  0.22
C 2.2992 -2.6243 0.0487  -0.85
C 2.4852 -3.6129 1.2229  -1.08
C 1.9362 -0.1676 0.3900  0.36
O 2.4213 0.9771 0.4546  -0.66
C 0.4335 -0.3050 0.4052  -0.01
C -0.2403 -1.3535 1.0305  0.31
C -1.6383 -1.4016 1.0800  -1.37
C -2.3416 -0.3231 0.5173  0.14
N -1.6766 0.7156 -0.0119  -0.23
C -0.3370 0.7689 -0.0830  -0.24
H 4.6791 -0.8539 -1.5733  0.28
H 5.9235 -0.2830 -0.4178  0.37
H 4.4400 0.6960 -0.6657  0.32
H 4.5746 -2.1068 0.5896  0.30
H 4.3432 -0.5540 1.4690  0.33
H 1.2479 -2.6523 -0.2745  0.60
H 2.9170 -2.9969 -0.7879  0.34
H 1.9191 -3.2745 2.1072  0.33
H 2.1121 -4.6149 0.9372  0.35
H 3.5514 -3.6992 1.4926  0.40
H 0.3287 -2.1350 1.4931  0.40
H -2.2133 -2.2184 1.5118  0.43
H -3.4335 -0.2654 0.4960  0.46
H 0.0948 1.6760 -0.4976  0.52

Formula: C15H15N2O8ReS2
Source: the OMol25 dataset
Level of theory: ωB97M-V/def2-TZVPD

Properties
relative energy (zero: lowest compared OMol25 entry of this formula, charge and spin): 12.59 kcal per mole
charge: +1
2S+1: 2
highest occupied orbital energy (alpha / beta): -12.91 / -12.64 eV

Each line ends with the Löwdin spin population.
CARTESIAN COORDINATES (ANGSTROEM)
Re -0.5727 0.5248 -1.0704  0.82
O 2.3713 -4.3557 -2.5930  0.00
C 1.0753 -4.6012 -2.4353  0.00
O 0.5645 -5.6535 -2.6890  0.00
C 0.2247 -3.4924 -1.9035  0.01
C -1.1202 -3.6533 -1.6258  0.03
N -1.5943 -2.4827 -1.1914  0.00
N -0.6167 -1.5531 -1.1532  0.01
C 0.4804 -2.1653 -1.6008  0.03
C 1.6385 -1.2525 -1.7327  0.00
O 2.7471 -1.6373 -1.9854  0.01
O 1.3041 0.0235 -1.5343  0.02
H 2.6159 -3.4387 -2.3606  0.00
H -1.7368 -4.5349 -1.7216  0.00
H -2.5347 -2.2524 -0.9127  0.00
O -2.5997 3.7812 -1.0282  0.01
S -2.1356 2.7994 -1.9435  0.00
O -0.6129 2.4192 -1.6411  0.08
O -2.3453 2.9119 -3.3427  -0.01
S -2.7633 0.8554 -1.3081  -0.06
C -0.7828 6.8011 1.3170  0.00
C -0.6031 5.3299 1.5506  -0.01
C 0.4695 4.6372 0.9657  0.00
C 0.6032 3.2817 1.0775  0.00
C 1.8812 2.6327 0.5832  0.00
C -0.4029 2.5746 1.8125  0.00
C -0.5279 1.1862 1.8249  0.01
O -0.3664 0.3507 0.8682  0.06
C -1.4012 3.2850 2.5552  0.00
C -2.4537 2.6125 3.4075  0.00
C -1.4794 4.6459 2.3843  0.00
H -0.0783 7.1843 0.5826  0.00
H -0.6525 7.3540 2.2497  0.00
H -1.7967 6.9992 0.9654  0.00
H 1.2181 5.1938 0.4118  0.00
H 2.6609 3.3870 0.4998  0.00
H 1.7957 2.1902 -0.4017  0.00
H 2.2311 1.8555 1.2634  0.00
H -0.8504 0.6930 2.7373  0.00
H -2.1855 1.6186 3.7564  0.00
H -3.3882 2.5252 2.8498  0.00
H -2.6564 3.2268 4.2827  0.00
H -2.2671 5.1947 2.8912  0.00

Formula: C15H15N3O4S3
Source: the OMol25 dataset
Level of theory: ωB97M-V/def2-TZVPD

Properties
relative energy (zero: lowest compared OMol25 entry of this formula, charge and spin): 343.68 kcal per mole
charge: 0
highest occupied orbital energy: -8.48 eV

Each line ends with the Mulliken charge.
CARTESIAN COORDINATES (ANGSTROEM)
C 2.7619 -5.2461 2.0269  -1.01
H 1.7896 -5.8377 1.7641  0.31
O 2.2629 -4.0373 2.7470  -0.42
C 1.4681 -3.2709 2.1735  0.42
C 1.1827 -2.2827 2.8195  1.15
C 0.4238 -1.2871 2.5421  -0.38
C -0.0945 -1.4090 1.3181  -0.03
C -0.1389 -2.5708 0.5179  -1.93
C 0.7873 -3.5270 1.0035  -0.47
H 1.0732 -4.2831 0.3173  0.38
H -0.5976 -2.6029 -0.2242  1.25
N -1.2903 -0.4920 1.0860  -0.22
C -1.2323 0.4367 1.7108  0.60
N -2.0351 1.7000 1.9979  -0.21
C -2.6100 2.3014 0.8232  0.52
O -2.9105 3.4365 1.1671  -0.65
C -2.2629 1.8353 -0.6546  -0.91
N -1.5114 2.7277 -1.3500  0.44
S -0.1446 2.9491 -0.9010  1.04
O 0.5655 4.1999 -1.1942  -0.72
O 0.1376 2.3157 0.4115  -0.57
C 0.8216 1.6821 -1.8226  0.30
C 1.2863 1.9775 -3.0993  -0.67
C 1.8597 0.7889 -3.7181  -0.78
C 1.1721 -0.4464 -3.0716  -0.30
S 0.6242 0.0781 -1.6574  0.23
H 1.7622 -1.4265 -3.5170  0.25
H 2.0992 0.7799 -4.7073  0.43
H 1.5546 2.9000 -3.5544  0.43
C -2.2199 3.9849 -1.8299  -1.00
H -3.0904 3.6777 -2.5379  0.30
H -2.8928 4.3375 -1.0510  0.32
H -1.5373 4.6428 -2.1743  0.48
H -1.8183 0.7924 -0.6061  0.19
H -3.3252 1.6675 -1.0071  0.52
H -2.1034 2.2558 2.9588  0.32
S -0.3582 0.1636 3.2589  -0.41
H 1.9031 -1.9480 4.1017  0.07
H 3.4232 -5.8706 2.6801  0.25
H 3.2146 -5.0930 1.2520  0.51

Formula: C15H15N4NiO4
Source: the OMol25 dataset
Level of theory: ωB97M-V/def2-TZVPD

Properties
charge: +1
2S+1: 3
highest occupied orbital energy (alpha / beta): -11.22 / -11.23 eV

Each line ends with the Löwdin spin population.
CARTESIAN COORDINATES (ANGSTROEM)
Ni -1.0881 -0.7785 0.5785  1.75
O 0.7032 0.3641 -2.7683  0.00
C 2.0257 0.5817 -2.4286  0.00
C 2.8055 1.0879 -3.4110  0.00
C 4.1552 1.3765 -3.0956  0.00
C 4.6501 1.1769 -1.7934  0.00
C 3.7683 0.7333 -0.7712  0.00
C 2.4633 0.2997 -1.0982  0.00
C 1.4831 -0.0839 -0.0975  0.00
O 0.4632 -0.6928 -0.6500  0.05
N 1.5887 0.1887 1.1981  0.01
N 0.5411 -0.3652 1.8429  0.06
C 0.4085 -0.4834 3.0966  0.01
C -0.8884 -1.1350 3.4593  0.00
C -1.1886 -1.3754 4.8037  0.00
C -2.3216 -2.0662 5.2062  0.00
C -3.1503 -2.5192 4.1904  0.00
C -2.8274 -2.1845 2.8683  0.00
N -1.7546 -1.4723 2.4943  0.02
H 0.4056 -0.1593 -1.9202  0.00
H 2.4382 1.3036 -4.5047  0.00
H 4.8463 1.8662 -3.7453  0.00
H 5.6618 1.5895 -1.5796  0.00
H 3.9964 0.6767 0.2314  0.00
H 1.1852 -0.2846 3.8217  0.00
H -0.5155 -0.8682 5.4948  0.00
H -2.6297 -2.2542 6.2092  0.00
H -4.1351 -2.9383 4.3283  0.00
H -3.4471 -2.5378 2.0345  0.00
N -1.5370 1.1814 -3.4779  0.00
C -2.2795 1.6172 -2.2370  0.00
C -2.2163 0.5003 -1.1540  0.00
O -2.0827 0.9784 0.0139  0.05
O -2.2169 -0.7191 -1.3759  0.03
H -1.8704 1.6869 -4.3143  0.00
H -1.7444 0.1713 -3.5929  0.00
H -0.4652 1.2743 -3.4388  0.00
H -3.3600 1.6972 -2.4583  0.00
H -1.8707 2.5661 -1.9593  0.00

Formula: C15H15NO5
Source: the OMol25 dataset
Level of theory: ωB97M-V/def2-TZVPD

Properties
relative energy (zero: lowest compared OMol25 entry of this formula, charge and spin): 97.57 kcal per mole
charge: 0
highest occupied orbital energy: -8.31 eV

Each line ends with the Mulliken charge.
CARTESIAN COORDINATES (ANGSTROEM)
C -4.1638 -0.6552 0.4980  -0.77
H -4.5430 0.3177 0.1698  0.34
O -3.3388 -1.2440 -0.4772  -0.45
C -2.2094 -0.5863 -0.8557  0.89
C -1.7915 0.6248 -0.3300  0.16
C -0.6042 1.2126 -0.7678  0.17
C 0.1568 0.5957 -1.7480  -0.72
C -0.2738 -0.6156 -2.2700  -0.64
C -1.4351 -1.2123 -1.8351  -0.82
H -1.7676 -2.1571 -2.2322  0.46
H 0.3242 -1.0981 -3.0281  0.42
H 1.0897 1.0071 -2.0972  0.19
O -0.3080 2.3974 -0.1397  -0.43
C 0.9514 3.0023 -0.3133  -0.54
C 2.0155 2.4717 0.6646  -0.52
O 2.4170 1.1528 0.3646  -0.44
C 1.7184 0.0834 0.7837  0.92
C 0.7219 0.0979 1.7614  -0.41
C 0.0985 -1.0681 2.1579  -0.70
C 0.4503 -2.2913 1.6077  -0.66
C 1.4355 -2.3325 0.6461  -0.48
C 2.0622 -1.1641 0.2265  0.13
N 3.0366 -1.2790 -0.8243  1.11
O 3.2806 -0.3105 -1.5091  -0.58
O 3.5452 -2.3711 -0.9844  -0.69
H 1.7355 -3.2618 0.1865  0.48
H -0.0447 -3.1960 1.9205  0.41
H -0.6741 -1.0189 2.9104  0.41
H 0.4094 1.0298 2.2037  0.25
H 1.6618 2.5661 1.6958  0.33
H 2.9216 3.0709 0.5443  0.43
H 1.3149 2.8981 -1.3392  0.31
H 0.7943 4.0636 -0.0993  0.43
H -2.3508 1.1477 0.4280  0.49
H -4.9993 -1.3409 0.6309  0.24
H -3.6372 -0.5368 1.4506  0.27

Looking at E for the records above, in order, we have -2240.95710; -1341.36178; -2166.46115; -2239.84945; -2608.68828; -1011.41573 a.u..